No. 1
Here is a structure of composition C42H50F5N2O18S in a non-equilibrium geometry from the Open Molecules 2025 dataset. Energies are from wB97M-V/def2-TZVPD.

The calculation puts the maximum force at 2.649 eV Å⁻¹. The calculated total energy is -3991.9633 Ha. The total charge is -1.

The geometry in XYZ format:
```
118
Properties=species:S:1:pos:R:3:lowdin_charge:R:1
C -1.090 3.226 5.052 -0.059
C -2.088 3.268 3.828 -0.370
C -2.209 4.693 3.194 -0.072
C -1.837 2.141 2.794 -0.146
C -0.744 2.422 1.708 -0.286
C 0.495 3.205 2.207 -0.047
C -0.213 1.017 1.224 -0.122
O 1.008 0.654 1.905 -0.036
C 1.187 -0.680 1.927 -0.148
C 1.359 -1.412 0.658 -0.017
C 1.375 -0.686 -0.706 -0.734
O 0.491 -0.904 -1.543 -0.040
O 2.357 0.080 -0.872 -0.031
C 1.540 -2.773 0.594 0.044
C 1.547 -3.580 1.794 -0.351
N 1.678 -4.867 1.945 -0.244
S 1.628 -5.210 3.583 0.955
N 1.452 -3.668 4.088 -0.274
C 1.388 -2.811 3.078 -0.256
C 1.220 -1.373 3.136 0.013
C 1.095 -0.652 4.473 -0.431
F 0.107 0.268 4.480 0.103
F 0.798 -1.524 5.478 0.092
C 2.431 -0.009 4.874 -0.076
C 3.574 -0.833 4.856 0.003
C 4.841 -0.371 5.240 -0.041
C 4.968 0.985 5.634 -0.011
C 3.835 1.814 5.637 -0.097
C 3.963 3.264 6.074 -0.611
F 3.000 3.616 6.937 0.140
F 5.124 3.520 6.669 0.144
F 3.815 4.057 5.004 0.146
C 2.557 1.326 5.271 0.068
H -1.611 2.756 5.901 0.068
H -0.793 4.226 5.396 0.075
H -0.219 2.598 4.848 0.023
H -3.071 3.064 4.268 0.096
H -3.074 5.196 3.649 0.049
H -1.319 5.290 3.437 0.067
H -2.390 4.662 2.109 0.074
H -2.789 2.019 2.242 0.116
H -1.627 1.165 3.247 0.100
H -1.177 2.865 0.800 0.129
H 0.939 2.809 3.121 0.061
H 0.262 4.276 2.258 0.069
H 1.270 3.109 1.425 0.093
H -0.992 0.251 1.351 0.142
H 0.003 1.122 0.149 0.120
H 1.680 -3.260 -0.371 0.126
H 3.472 -1.870 4.533 0.113
H 5.695 -1.041 5.241 0.103
H 5.957 1.328 5.928 0.112
H 1.696 1.990 5.311 0.107
C -0.896 -6.290 0.669 -0.030
C -2.304 -6.208 0.128 -0.331
C -2.450 -5.302 -1.068 -0.093
O -3.809 -4.861 -0.950 0.060
C -4.139 -4.920 0.366 -0.562
O -5.123 -4.449 0.835 0.157
O -3.191 -5.588 1.073 0.086
H -0.199 -6.603 -0.109 0.096
H -0.564 -5.340 1.079 0.060
H -0.850 -7.013 1.485 0.084
H -2.687 -7.211 -0.085 0.155
H -2.297 -5.824 -2.011 0.138
H -1.794 -4.429 -1.031 0.143
C -6.018 7.493 7.976 -0.026
C -4.736 6.850 7.502 -0.337
C -4.395 7.139 6.060 -0.094
O -3.649 5.977 5.685 0.040
C -4.074 4.957 6.476 -0.532
O -3.804 3.819 6.294 0.173
O -4.848 5.421 7.494 0.089
H -5.996 8.573 7.819 0.089
H -6.879 7.074 7.454 0.092
H -6.169 7.301 9.038 0.085
H -3.909 7.122 8.165 0.159
H -3.789 8.036 5.947 0.140
H -5.272 7.216 5.412 0.141
C -0.769 -1.904 -4.690 -0.013
C 0.493 -2.489 -5.267 -0.303
C 0.710 -2.168 -6.723 -0.080
O 1.473 -3.303 -7.171 0.020
C 1.152 -4.345 -6.363 -0.566
O 1.461 -5.476 -6.581 0.142
O 0.442 -3.933 -5.293 0.094
H -0.793 -0.824 -4.830 0.066
H -1.654 -2.350 -5.152 0.095
H -0.828 -2.115 -3.621 0.077
H 1.354 -2.192 -4.662 0.168
H 1.268 -1.245 -6.869 0.135
H -0.215 -2.120 -7.301 0.142
C -2.345 4.232 -4.981 -0.023
C -2.252 2.926 -5.734 -0.332
C -1.950 1.734 -4.863 -0.084
O -1.260 0.865 -5.771 0.019
C -0.675 1.648 -6.713 -0.547
O 0.128 1.265 -7.500 0.164
O -1.130 2.924 -6.632 0.089
H -3.084 4.171 -4.182 0.091
H -1.379 4.503 -4.555 0.095
H -2.630 5.040 -5.656 0.084
H -3.158 2.765 -6.326 0.157
H -2.850 1.254 -4.481 0.144
H -1.286 1.963 -4.027 0.151
C 4.152 -3.443 -8.836 -0.014
C 4.281 -4.767 -9.545 -0.324
C 4.594 -5.923 -8.632 -0.091
O 5.313 -6.810 -9.503 0.061
C 5.892 -6.049 -10.465 -0.567
O 6.711 -6.442 -11.233 0.152
O 5.414 -4.780 -10.433 0.081
H 3.405 -3.497 -8.048 0.064
H 5.106 -3.132 -8.406 0.095
H 3.857 -2.662 -9.539 0.090
H 3.384 -4.965 -10.140 0.161
H 3.699 -6.404 -8.243 0.134
H 5.245 -5.649 -7.798 0.142
```

No. 2
Here is a cluster of 2 separate species, CH3I in total in a non-equilibrium geometry from the Open Molecules 2025 dataset. Energies are from wB97M-V/def2-TZVPD.

The relative energy (zero: lowest compared OMol25 entry of this formula, charge and spin) is 302.5 kJ/mol. The calculation puts the maximum force at 2.730 eV Å⁻¹.

The geometry in XYZ format:
```
5
Properties=species:S:1:pos:R:3:lowdin_charge:R:1
C -0.006 -0.023 -0.019 0.190
I 3.139 0.271 1.239 -0.133
H -0.337 -0.971 0.315 0.005
H -0.181 0.706 0.672 -0.060
H 0.042 0.387 -0.983 -0.001
```

No. 3
Here is a structure of composition C25H44N2O3SSiV in a non-equilibrium geometry from the Open Molecules 2025 dataset. Energies are from wB97M-V/def2-TZVPD.

Its spin multiplicity is 4. As for the expectation value of S²: 3.77. The calculation puts the maximum force at 3.100 eV Å⁻¹. The calculated total energy is -2945.9467 Ha.

The geometry in XYZ format:
```
77
Properties=species:S:1:pos:R:3:lowdin_spin:R:1
C 0.913 -2.049 -0.008 0.032
C 2.000 0.803 -0.816 0.239
H -0.124 -2.378 0.148 0.010
H 1.153 -1.338 0.792 0.005
H 1.578 -2.924 0.044 0.000
H 1.921 1.502 -1.667 0.018
H 1.502 1.324 0.020 0.015
H 3.070 0.709 -0.545 0.001
C 0.142 -3.779 -2.370 0.025
C -0.108 -4.888 -3.170 -0.001
C 0.158 -4.825 -4.539 0.025
C 0.697 -3.643 -5.045 -0.002
H -0.045 -3.836 -1.301 0.001
H -0.507 -5.792 -2.707 -0.001
H -0.032 -5.673 -5.197 0.001
H 0.990 -3.557 -6.088 -0.001
N 0.627 -2.610 -2.857 0.020
C 0.907 -2.540 -4.195 0.026
C 1.517 -1.294 -4.646 0.022
N 1.699 -0.331 -3.687 0.013
C 2.354 0.799 -4.051 0.018
C 2.600 0.076 -6.333 0.020
C 2.780 1.051 -5.350 0.001
H 2.552 1.544 -3.283 0.001
H 3.260 2.006 -5.569 0.000
C 1.990 -1.118 -5.961 -0.001
H 1.897 -1.950 -6.655 0.000
H 2.941 0.229 -7.359 0.001
V 1.143 -0.885 -1.677 2.076
C 3.071 -1.531 -1.319 0.311
H 3.811 -0.858 -1.777 0.013
H 3.134 -2.515 -1.814 0.034
H 3.321 -1.654 -0.256 0.006
C -3.572 -1.839 3.015 0.000
C -3.310 -0.477 2.394 0.000
C -4.307 -0.239 1.273 0.000
C -3.476 0.605 3.448 0.000
O -1.948 -0.510 1.864 0.001
Si -1.016 0.609 1.083 0.013
S -0.832 0.144 -0.970 0.049
O -1.776 2.073 1.270 0.002
C -1.423 3.480 1.147 0.000
C -0.822 3.750 -0.223 0.002
C -2.711 4.270 1.318 0.000
C -0.447 3.908 2.232 0.000
O 0.437 0.646 1.845 0.002
C 1.181 0.331 3.076 0.001
C 2.450 -0.412 2.671 0.000
C 1.564 1.637 3.763 0.000
C 0.323 -0.519 4.005 0.000
H -4.592 -1.894 3.406 0.000
H -2.900 -2.048 3.853 0.000
H -3.457 -2.645 2.283 0.000
H -5.332 -0.331 1.654 0.000
H -4.193 0.767 0.861 0.000
H -4.168 -0.973 0.471 0.000
H -2.782 0.474 4.287 0.000
H -3.349 1.601 3.010 0.000
H -4.491 0.566 3.867 0.000
H -1.500 3.411 -1.017 0.000
H -0.660 4.830 -0.332 0.000
H 0.145 3.250 -0.333 0.002
H -3.150 4.107 2.309 0.000
H -2.500 5.340 1.228 0.000
H -3.448 4.005 0.549 0.000
H -0.822 3.670 3.238 0.000
H 0.547 3.474 2.079 0.000
H -0.322 4.999 2.191 0.000
H 2.972 0.105 1.851 0.000
H 3.130 -0.460 3.536 0.000
H 2.234 -1.447 2.385 0.000
H 0.681 2.176 4.128 0.000
H 2.185 1.415 4.640 0.000
H 2.158 2.284 3.097 0.000
H -0.575 0.022 4.335 0.000
H 0.060 -1.483 3.544 0.000
H 0.903 -0.744 4.909 0.000
```

No. 4
Here is a cluster of 2 separate species, C7H10 in total from the Open Molecules 2025 dataset. Energies are from wB97M-V/def2-TZVPD.

The relative energy (zero: lowest compared OMol25 entry of this formula, charge and spin) is 518.5 kJ/mol. The calculation puts the maximum force at 0.534 eV Å⁻¹.

The geometry in XYZ format:
```
17
Properties=species:S:1:pos:R:3:lowdin_charge:R:1
C -2.463 0.030 -0.329 -0.105
C -2.123 1.249 -0.732 -0.085
C 0.053 -1.135 0.502 -0.044
C 0.869 -1.167 -0.760 -0.166
C 1.805 -0.762 0.357 -0.194
C 1.700 0.723 0.555 -0.087
C 0.623 -0.053 1.228 -0.198
H -2.483 -0.818 -1.010 0.055
H -2.711 -0.186 0.707 0.054
H -1.857 1.458 -1.766 0.045
H -2.086 2.088 -0.041 0.047
H 0.898 -2.156 -1.218 0.096
H 0.840 -0.386 -1.525 0.104
H 2.551 -1.379 0.845 0.140
H 1.456 1.296 -0.341 0.109
H 2.413 1.209 1.217 0.110
H 0.516 -0.010 2.312 0.120
```

No. 5
Here is the molecule C18H21BrN2O3S from the Open Molecules 2025 dataset. Energies are from wB97M-V/def2-TZVPD.

The relative energy (zero: lowest compared OMol25 entry of this formula, charge and spin) is 0.0 kJ/mol. The calculation puts the maximum force at 0.975 eV Å⁻¹. The structure (SMILES) is CN(CC(=O)NCCCc1ccccc1)S(=O)(=O)c1ccc(Br)cc1.

The geometry in XYZ format:
```
46
Properties=species:S:1:pos:R:3:lowdin_charge:R:1
C -1.633 2.900 -2.369 -0.064
N -1.208 1.565 -2.026 -0.298
S -2.067 0.661 -0.938 0.688
O -3.345 1.276 -0.759 -0.265
O -1.276 0.381 0.235 -0.305
C -2.261 -0.873 -1.839 -0.269
C -1.583 -2.009 -1.441 -0.048
C -1.732 -3.181 -2.164 -0.105
C -2.563 -3.183 -3.273 -0.674
C -3.248 -2.044 -3.673 -0.106
C -3.090 -0.878 -2.945 -0.045
H -3.611 0.026 -3.215 0.122
H -3.894 -2.074 -4.537 0.106
Br -2.774 -4.783 -4.269 0.755
H -1.213 -4.080 -1.869 0.107
H -0.955 -1.971 -0.564 0.113
C 0.175 1.225 -2.237 -0.098
C 1.195 2.039 -1.415 -0.497
O 2.240 2.415 -1.903 0.063
N 0.808 2.275 -0.152 0.062
H -0.014 1.792 0.195 0.091
C 1.702 2.798 0.858 -0.168
H 2.677 2.946 0.386 0.122
C 1.789 1.821 2.029 -0.163
H 2.383 2.261 2.830 0.119
H 0.780 1.651 2.412 0.115
C 2.394 0.476 1.605 -0.146
C 2.050 -0.602 2.593 -0.238
C 0.765 -1.135 2.605 -0.044
C 0.419 -2.112 3.520 -0.083
C 1.353 -2.569 4.437 -0.100
C 2.632 -2.041 4.433 -0.090
C 2.977 -1.062 3.517 -0.045
H 3.978 -0.654 3.518 0.109
H 3.363 -2.392 5.147 0.100
H 1.083 -3.333 5.151 0.098
H -0.582 -2.519 3.520 0.101
H 0.033 -0.774 1.895 0.088
H 1.986 0.201 0.629 0.113
H 3.476 0.574 1.504 0.120
H 1.328 3.767 1.208 0.121
H 0.426 1.348 -3.297 0.138
H 0.297 0.171 -1.973 0.124
H -1.019 3.659 -1.878 0.095
H -1.575 3.038 -3.451 0.097
H -2.665 3.002 -2.041 0.080
```